Density functional theory data (ωB97M-V with the def2-TZVPD basis set) for 2 unconnected molecules or ions with the total composition C4H12.

E ... -159.499272 hartree
Strongest force on any atom ... 9.70 eV Å⁻¹
HOMO ... -10.99 eV
Molar mass ... 60.1 g/mol
Energy relative to the best compared isomer or geometry (same formula, charge and spin) ... 225.0 kJ/mol
LUMO energy ... 1.10 eV
2S+1 ... 1
Gap between HOMO and LUMO ... 0.4445 Ha

CARTESIAN COORDINATES (ANGSTROEM)
C 0.89344 -1.34326 -1.17100
C 2.25466 -0.89943 -0.56801
H 0.80009 -1.69926 -2.06559
H 0.28663 -2.14336 -0.56516
H 0.25607 -0.44737 -1.30154
H 1.96660 -0.62863 0.49379
H 2.88658 -0.39320 -1.10413
H 2.77420 -1.82228 -0.24465
C -1.88831 0.55944 0.46411
C -1.17058 1.74303 1.15337
H -2.24366 0.60681 -0.45348
H -1.20727 -0.36568 0.76033
H -2.68198 0.43072 1.27718
H -0.37435 2.09114 0.49560
H -1.02175 1.55113 2.23858
H -1.97645 2.46128 1.19820

Charges in e, computed with Mulliken, in the same order as the atoms: atom 1 (C): -0.864, atom 2 (C): -0.951, atom 3 (H): 0.531, atom 4 (H): 0.226, atom 5 (H): 0.134, atom 6 (H): 0.217, atom 7 (H): 0.425, atom 8 (H): 0.275, atom 9 (C): -0.866, atom 10 (C): -0.860, atom 11 (H): 0.413, atom 12 (H): 0.135, atom 13 (H): 0.302, atom 14 (H): 0.283, atom 15 (H): 0.277, atom 16 (H): 0.322